Entry 1:
C26H32Br2F3N3S5Sr as an isolated structure at a distorted geometry. Source: the OMol25 dataset; level of theory: ωB97M-V/def2-TZVPD.

```
72
C26H32Br2F3N3S5Sr ωB97M-V/def2-TZVPD
Sr 0.278 -0.161 0.932
C -1.129 -1.548 3.029
C 0.366 -1.288 3.377
S 1.496 -2.453 2.566
C 3.087 -1.571 2.689
C 3.895 -1.746 1.407
S 3.010 -1.226 -0.097
C 3.871 0.311 -0.529
C 3.501 1.541 0.299
S 1.833 2.151 -0.139
C 1.120 2.491 1.485
C -0.410 2.598 1.452
S -2.196 -0.736 1.781
H -1.641 -1.401 3.980
H -1.206 -2.617 2.825
H 0.424 -1.379 4.461
H 0.815 -0.306 3.176
H 3.651 -1.941 3.545
H 2.881 -0.509 2.868
H 4.152 -2.796 1.266
H 4.835 -1.198 1.479
H 3.654 0.480 -1.585
H 4.947 0.147 -0.464
H 4.205 2.349 0.095
H 3.546 1.330 1.370
H 1.531 3.410 1.900
H 1.435 1.696 2.179
H -0.916 2.102 0.613
H -0.734 3.639 1.418
Br -3.902 -5.749 -1.254
C -2.454 -4.641 -0.831
C -1.721 -4.843 0.325
C -0.697 -3.955 0.599
N -0.356 -2.929 -0.183
C -1.017 -2.806 -1.337
C -2.091 -3.615 -1.685
C -0.519 -1.780 -2.296
C -0.752 -1.956 -3.655
C -0.257 -1.028 -4.554
Br -0.560 -1.235 -6.388
C 0.470 0.046 -4.074
C 0.661 0.130 -2.708
N 0.196 -0.750 -1.815
H -1.943 -5.658 0.999
H -0.117 -4.094 1.500
H -2.652 -3.449 -2.592
H -1.282 -2.824 -4.017
H 0.876 0.799 -4.734
H 1.206 0.975 -2.321
C -0.340 2.993 4.198
S -1.069 1.873 2.954
C -2.785 2.415 2.953
H -0.445 4.038 3.910
H 0.704 2.721 4.330
H -0.876 2.803 5.127
H -3.295 1.846 3.727
H -3.207 2.141 1.989
H -2.828 3.486 3.141
F -3.506 6.759 -2.646
C -3.479 5.678 -3.444
F -3.214 6.094 -4.689
F -4.699 5.127 -3.436
C -2.424 4.703 -2.973
C -2.732 3.381 -2.707
C -1.706 2.548 -2.288
N -0.443 2.947 -2.125
C -0.169 4.228 -2.386
C -1.118 5.140 -2.815
H -3.738 3.004 -2.831
H -1.902 1.495 -2.099
H 0.863 4.535 -2.257
H -0.842 6.165 -3.027
```

## Properties
Highest occupied orbital energy ... -13.304 eV
Net charge ... +2
LUMO ... -5.26 eV

***

Entry 2:
C26H32Cl23FNO7P as an isolated structure at a distorted geometry. Source: the OMol25 dataset; level of theory: ωB97M-V/def2-TZVPD.

```
91
C26H32Cl23FNO7P ωB97M-V/def2-TZVPD
N -2.832 -3.059 -0.755
P -2.605 -2.193 -2.035
O -3.358 -2.977 -3.222
O -3.296 -0.726 -1.767
C -0.816 -2.101 -2.504
C -0.466 -2.233 -3.847
C 0.854 -2.208 -4.237
Cl 1.214 -2.348 -5.925
C 1.900 -2.086 -3.330
O 3.183 -2.079 -3.763
C 1.560 -1.949 -1.985
C 0.222 -1.939 -1.589
C -0.034 -1.723 -0.125
O -0.972 -1.065 0.260
C 0.958 -2.306 0.832
C 0.584 -2.794 2.076
C -0.841 -2.832 2.575
O -1.142 -1.804 3.519
O -0.295 -0.687 3.292
C 1.581 -3.275 2.921
C 2.903 -3.294 2.525
C 3.238 -2.831 1.270
F 4.520 -2.900 0.909
C 2.293 -2.318 0.401
C 2.634 -1.812 -0.955
O 3.712 -1.335 -1.234
H -1.957 -3.387 -0.371
H -3.258 -3.902 -2.951
H -4.225 -0.984 -1.641
H -1.211 -2.349 -4.616
H 3.566 -1.223 -3.530
H -1.006 -3.785 3.079
H -1.533 -2.822 1.734
H 0.358 -0.738 4.011
H 1.355 -3.657 3.908
H 3.697 -3.674 3.152
C -2.114 -3.197 6.864
Cl -0.865 -4.057 5.953
Cl -1.506 -2.642 8.431
H -2.432 -2.339 6.284
H -2.946 -3.870 7.032
C 2.084 1.259 2.335
Cl 3.297 1.480 1.068
Cl 2.678 0.180 3.609
H 1.850 2.221 2.772
H 1.192 0.823 1.895
C -3.154 0.383 -5.539
Cl -2.665 -0.383 -4.002
Cl -4.724 -0.208 -6.093
H -3.215 1.451 -5.367
H -2.417 0.170 -6.306
C 4.692 2.047 5.967
Cl 5.348 0.739 6.957
Cl 4.397 3.510 6.918
H 5.401 2.283 5.183
H 3.752 1.721 5.540
C -0.630 1.862 5.776
Cl 0.391 2.690 4.589
Cl -0.028 0.246 6.144
H -0.652 2.442 6.691
H -1.628 1.775 5.362
C -3.963 4.286 -4.130
Cl -2.575 3.767 -5.101
Cl -5.481 4.025 -4.991
H -3.975 3.709 -3.213
H -3.855 5.342 -3.913
C -6.238 -3.719 -5.344
Cl -6.628 -4.158 -7.010
Cl -5.211 -4.926 -4.565
H -5.707 -2.773 -5.347
H -7.159 -3.635 -4.781
C 3.131 5.893 4.390
Cl 4.358 5.119 3.379
Cl 1.498 5.614 3.768
H 3.196 5.480 5.386
H 3.317 6.958 4.414
C 5.992 -2.444 -5.471
Cl 6.719 -0.838 -5.322
Cl 4.973 -2.577 -6.907
H 6.784 -3.180 -5.538
H 5.377 -2.629 -4.599
C 1.628 8.351 6.850
Cl 2.630 9.225 5.685
Cl 2.244 6.727 7.200
H 1.611 8.915 7.775
H 0.628 8.257 6.445
C -3.919 2.538 -8.608
Cl -5.651 2.200 -8.642
Cl -2.961 1.104 -9.013
H -3.702 3.313 -9.333
H -3.649 2.869 -7.612
```

## Properties
Highest occupied orbital energy ... -8.753 eV
Net charge ... 0
LUMO ... -1.12 eV

***

Entry 3:
C26H32ClMnO4 as an isolated structure at a distorted geometry. Source: the OMol25 dataset; level of theory: ωB97M-V/def2-TZVPD.

```
64
C26H32ClMnO4 ωB97M-V/def2-TZVPD
O -0.889 1.884 -3.194
C 0.341 2.559 -3.551
C -0.297 3.949 -3.499
H 0.750 2.273 -4.532
H 1.077 2.258 -2.807
C -1.617 3.129 -3.021
H -0.401 4.501 -4.449
H -0.018 4.577 -2.662
C -2.878 3.061 -3.931
H -2.632 2.916 -4.992
H -3.593 3.900 -3.864
H -3.425 2.156 -3.580
C -2.002 3.320 -1.538
H -1.136 3.447 -0.888
H -2.567 2.486 -1.193
H -2.644 4.209 -1.358
Mn 0.134 0.219 1.433
C 1.096 2.048 2.480
C 1.999 0.973 2.491
C 2.210 0.508 1.139
H 2.524 0.652 3.387
C 1.390 1.329 0.256
C 0.651 2.263 1.131
H 0.024 3.105 0.830
H 0.878 2.689 3.335
H 2.903 -0.285 0.858
H 1.345 1.267 -0.840
C -1.375 -0.593 2.808
C -1.898 0.521 2.106
C -1.832 0.251 0.691
H -2.364 1.376 2.595
C -1.241 -1.077 0.525
C -1.026 -1.612 1.858
H -0.804 -2.639 2.132
H -1.372 -0.663 3.896
H -2.300 0.870 -0.079
H -1.045 -1.583 -0.420
O -0.168 -1.059 -3.187
C -0.383 -0.913 -4.658
C 0.464 -1.940 -5.415
H -0.104 0.111 -4.995
H -1.439 -1.147 -4.947
C 1.166 -2.769 -4.325
H 1.201 -1.484 -6.077
H -0.221 -2.568 -5.986
C 0.802 -2.083 -2.999
H 2.252 -2.797 -4.409
H 0.749 -3.773 -4.438
H 1.685 -1.569 -2.572
H 0.435 -2.814 -2.262
Cl -0.347 -2.855 8.485
C 0.299 -2.697 6.899
C 0.656 -3.856 6.168
C 1.223 -3.714 4.892
C 1.446 -2.451 4.341
C 1.096 -1.318 5.067
C 0.526 -1.416 6.353
C 2.164 -2.310 2.975
O 3.406 -2.416 3.073
O 1.419 -2.123 1.968
H 0.508 -4.859 6.580
H 1.591 -4.569 4.326
H 1.341 -0.329 4.661
H 0.267 -0.523 6.932
```

## Properties
Highest occupied orbital energy (spin up / spin down) ... -2.853 / -4.799 eV
Net charge ... -1
LUMO (spin up / spin down) ... 2.46 / 2.45 eV
Spin multiplicity ... 6

***

Entry 4:
C26H32ILaN4O3 as an isolated structure at a distorted geometry. Source: the OMol25 dataset; level of theory: ωB97M-V/def2-TZVPD.

```
67
C26H32ILaN4O3 ωB97M-V/def2-TZVPD
La -1.690 0.395 1.270
C 0.502 4.711 -0.296
C 1.257 3.442 0.036
N 2.585 3.596 0.013
C 3.322 2.534 0.216
C 2.829 1.236 0.474
C 3.794 0.096 0.630
O 4.440 0.133 1.894
C 1.427 1.095 0.665
C 0.713 -0.219 0.977
N 0.226 -0.377 2.400
C 0.965 -0.239 3.484
C 2.277 -0.809 3.708
C 3.014 -0.611 4.853
C 2.430 0.157 5.926
C 1.138 0.528 5.825
C 0.470 0.366 4.619
I -1.643 0.614 4.545
C 0.614 2.260 0.428
O -0.749 2.203 0.454
H -0.415 4.818 0.317
H 0.165 4.590 -1.349
H 1.241 5.517 -0.199
H 4.411 2.690 0.217
H 4.545 0.130 -0.147
H 3.316 -0.828 0.466
H 3.897 0.764 2.401
H 1.124 -1.116 0.596
H 2.718 -1.259 2.816
H 4.060 -0.842 4.794
H 3.103 0.348 6.786
H 0.529 0.811 6.704
O -1.799 -2.356 1.863
C -1.742 -3.354 0.860
C -3.114 -3.683 0.316
C -4.000 -2.426 0.182
C -3.711 -1.609 -1.034
C -4.622 -1.491 -2.055
C -4.253 -0.833 -3.230
C -2.926 -0.438 -3.373
C -2.036 -0.564 -2.295
N -2.483 -1.046 -1.110
H -0.918 -2.235 2.275
H -1.281 -4.167 1.406
H -0.998 -2.970 0.133
H -3.617 -4.251 1.116
H -3.043 -4.163 -0.689
H -3.955 -1.874 1.105
H -5.072 -2.667 0.163
H -5.608 -1.890 -1.898
H -4.876 -0.843 -4.125
H -2.743 0.038 -4.319
H -0.286 -0.251 -1.309
C 0.077 -0.474 -4.673
C 0.168 0.245 -3.274
C 1.595 0.134 -2.761
C -0.155 1.835 -3.427
N -0.711 -0.347 -2.286
H 0.258 0.339 -5.494
H -0.876 -0.978 -4.841
H 0.811 -1.280 -4.673
H 2.308 0.698 -3.321
H 1.795 -0.893 -2.617
H 1.786 0.560 -1.782
H 0.488 2.249 -4.165
H 0.065 2.302 -2.464
H -1.141 1.952 -3.729
```

## Properties
Highest occupied orbital energy ... -7.087 eV
Net charge ... 0
LUMO ... -0.44 eV